ORCA calculation (ωB97M-V with the def2-TZVPD basis set) on a cluster of 3 separate species, C27H40N3O10 in total.

Values from the calculation:
Net charge: +1
Total energy: -1969.08823 hartree
Spin multiplicity: 1
HOMO: -10.5 eV
Largest force on an atom: 0.032 Eh/bohr

Element x y z (Å)
N  1.931  -4.224  4.949
C  3.271  -4.791  4.838
C  3.831  -4.871  3.433
O  2.864  -5.547  2.580
C  2.887  -5.175  1.301
O  3.807  -5.274  0.555
C  1.570  -4.655  0.814
C  0.430  -5.370  1.113
C  -0.807  -4.970  0.651
C  -2.059  -5.712  1.030
O  -2.374  -5.415  2.371
C  -2.991  -4.181  2.525
C  -2.217  -3.050  2.731
C  -2.822  -1.811  2.865
C  -4.204  -1.708  2.797
C  -4.968  -2.851  2.622
C  -4.369  -4.095  2.488
N  -0.858  -3.864  -0.103
N  -2.110  -3.490  -0.597
C  -2.398  -2.282  -0.609
O  -2.733  -1.178  -0.726
C  0.237  -3.136  -0.397
C  1.488  -3.487  0.046
C  2.703  -2.653  -0.299
C  2.440  -1.166  -0.504
O  2.465  -0.434  0.721
C  3.715  -0.136  1.190
O  4.436  0.634  0.662
H  1.767  -3.516  4.245
H  1.236  -4.945  4.817
H  3.959  -4.179  5.417
H  3.251  -5.795  5.248
H  4.756  -5.438  3.412
H  4.023  -3.869  3.049
H  0.475  -6.252  1.732
H  -2.877  -5.467  0.361
H  -1.837  -6.773  0.997
H  -1.142  -3.153  2.800
H  -2.215  -0.935  3.026
H  -4.685  -0.749  2.893
H  -6.044  -2.790  2.589
H  -4.959  -4.989  2.357
H  0.091  -2.270  -1.019
H  3.131  -3.067  -1.209
H  3.429  -2.774  0.497
H  3.226  -0.771  -1.146
H  1.506  -0.950  -1.008
H  3.971  -0.655  2.118
C  2.244  2.424  -2.394
O  1.504  1.485  -3.165
C  0.191  1.284  -2.682
C  -0.842  2.039  -3.489
O  -0.688  3.433  -3.340
C  -0.039  4.066  -4.435
H  3.149  2.672  -2.945
H  1.674  3.338  -2.221
H  2.531  1.988  -1.430
H  0.122  1.574  -1.627
H  -0.024  0.207  -2.758
H  -1.840  1.773  -3.122
H  -0.781  1.747  -4.542
H  -0.710  4.119  -5.298
H  0.877  3.543  -4.722
H  0.212  5.077  -4.119
C  -1.594  9.339  -0.633
O  -2.521  8.400  -1.146
C  -2.429  8.218  -2.549
C  -1.689  6.948  -2.901
O  -0.322  7.004  -2.521
C  -0.040  6.303  -1.323
H  -1.616  9.259  0.452
H  -0.579  9.137  -0.985
H  -1.876  10.359  -0.916
H  -1.941  9.078  -3.018
H  -3.449  8.151  -2.940
H  -1.717  6.808  -3.986
H  -2.177  6.084  -2.438
H  -0.088  5.220  -1.489
H  -0.736  6.576  -0.526
H  0.970  6.573  -1.019


ORCA calculation (ωB97M-V with the def2-TZVPD basis set) on a cluster of 2 separate species, C27H41BrN3O7S in total.

Values from the calculation:
Net charge: -1
Total energy: -4716.23723 hartree
Spin multiplicity: 1
HOMO: -4.6 eV
Largest force on an atom: 0.107 Eh/bohr

Element x y z (Å)
C  3.198  -0.889  0.094
C  2.002  -0.682  -0.027
C  0.421  -0.438  -0.232
C  0.357  0.744  -1.278
N  1.435  1.718  -0.883
C  1.827  2.583  -2.025
N  0.006  0.167  1.113
C  0.652  -0.317  2.054
S  1.316  -0.968  3.381
O  -0.088  -1.690  -0.528
C  -1.338  -1.886  -1.165
C  -1.551  -3.498  -1.082
C  -0.153  -4.281  -0.876
O  0.201  -4.429  0.518
C  -1.376  -1.610  -2.756
C  -0.282  -2.401  -3.581
C  1.220  -1.951  -3.376
Br  -0.693  -2.032  -5.522
C  -2.637  -1.233  -0.456
C  -2.657  -1.487  1.083
C  -2.423  -1.674  2.269
O  -2.723  0.101  -0.926
C  -3.423  1.087  -0.218
C  -4.896  0.779  0.267
C  -5.259  0.471  1.588
C  -3.636  2.284  -1.301
C  -4.221  1.619  -2.653
C  -2.694  1.803  0.999
O  -1.592  2.658  0.632
C  -1.026  3.152  1.854
C  0.166  4.162  1.583
C  -3.947  -2.020  -1.018
O  -4.471  -2.967  -0.367
O  -4.574  -1.633  -2.128
H  4.249  -1.221  0.242
H  0.588  0.469  -2.345
H  -0.594  1.350  -1.286
H  1.109  2.276  -0.081
H  2.798  2.170  -2.448
H  1.001  2.574  -2.796
H  2.067  3.629  -1.664
H  -2.093  -3.878  -1.991
H  -2.137  -3.788  -0.148
H  0.679  -3.891  -1.521
H  -0.371  -5.342  -1.253
H  -0.550  -4.938  0.894
H  -1.307  -0.510  -3.011
H  -2.379  -1.948  -3.184
H  -0.323  -3.521  -3.491
H  1.624  -2.080  -2.333
H  1.857  -2.627  -4.043
H  1.376  -0.907  -3.799
H  -2.199  -2.082  3.289
H  -5.766  0.771  -0.464
H  -4.893  1.129  2.432
H  -5.957  -0.377  1.834
H  -2.660  2.752  -1.616
H  -4.424  3.017  -0.963
H  -3.418  1.012  -3.186
H  -5.095  0.936  -2.467
H  -4.520  2.433  -3.385
H  -2.340  1.112  1.818
H  -3.484  2.481  1.481
H  -0.648  2.304  2.506
H  -1.861  3.676  2.421
H  1.159  3.612  1.630
H  0.177  4.926  2.419
H  0.081  4.668  0.567
C  5.366  0.957  3.258
C  6.788  1.393  3.015
O  7.062  2.483  2.537
N  7.782  0.522  3.349
C  7.655  -0.802  3.922
H  4.685  1.748  2.945
H  5.143  0.060  2.676
H  5.209  0.766  4.322
H  8.707  0.877  3.161
H  8.185  -0.818  4.877
H  8.121  -1.519  3.243
H  6.617  -1.082  4.083


ORCA calculation (ωB97M-V with the def2-TZVPD basis set) on a cluster of 3 separate species, C27H41F17IN2O3 in total.

Values from the calculation:
Net charge: +1
Total energy: -3383.71377 hartree
Spin multiplicity: 1
HOMO: -11.7 eV
Largest force on an atom: 0.046 Eh/bohr

Element x y z (Å)
C  2.715  -0.749  0.042
C  1.233  -0.147  0.023
O  1.406  1.282  -0.040
C  0.788  1.823  -1.223
C  -0.732  2.074  -0.895
C  -1.682  1.967  -2.181
C  -2.890  2.965  -1.950
C  -4.310  2.267  -2.039
C  -4.451  1.077  -1.029
N  -5.429  1.142  0.083
C  -5.489  -0.039  0.661
C  -6.378  -0.338  1.897
C  -6.826  0.996  2.620
F  -6.931  0.840  3.988
C  -4.535  -1.076  -0.091
C  -4.868  -2.607  0.061
C  -3.672  -3.405  0.741
C  -3.191  -4.647  -0.110
I  -1.894  -4.111  -1.764
C  -4.682  -0.392  -1.533
C  -3.839  -0.952  -2.742
N  -4.693  -1.854  -3.570
H  2.658  -1.861  0.131
H  3.245  -0.439  -0.891
H  3.308  -0.353  0.907
H  0.736  -0.524  -0.908
H  0.629  -0.488  0.902
H  0.966  1.198  -2.133
H  1.289  2.815  -1.383
H  -0.825  3.059  -0.381
H  -1.087  1.291  -0.166
H  -1.120  2.141  -3.128
H  -2.006  0.889  -2.198
H  -2.845  3.487  -0.959
H  -2.796  3.763  -2.737
H  -5.053  3.058  -1.720
H  -4.571  2.011  -3.094
H  -3.468  1.061  -0.464
H  -5.952  1.980  0.338
H  -7.254  -0.984  1.647
H  -5.723  -0.890  2.629
H  -6.078  1.819  2.443
H  -7.783  1.360  2.163
H  -3.530  -0.859  0.380
H  -5.739  -2.697  0.770
H  -5.190  -3.069  -0.900
H  -4.018  -3.827  1.724
H  -2.798  -2.747  0.976
H  -2.600  -5.291  0.595
H  -4.080  -5.251  -0.419
H  -5.780  -0.466  -1.746
H  -2.871  -1.419  -2.453
H  -3.611  -0.076  -3.413
H  -5.308  -2.341  -2.913
H  -5.345  -1.292  -4.126
C  6.584  1.471  -5.016
C  8.070  1.817  -4.748
C  8.954  0.713  -4.159
F  8.542  0.298  -2.950
F  10.217  1.173  -3.993
F  8.126  2.932  -3.987
F  8.609  2.152  -5.952
O  5.604  1.886  -4.049
C  5.327  1.073  -2.939
C  5.689  1.752  -1.615
F  6.992  2.073  -1.556
F  5.440  0.921  -0.575
F  5.902  -0.128  -3.089
F  3.993  0.852  -2.962
H  6.314  2.040  -5.908
H  6.449  0.427  -5.302
H  8.998  -0.152  -4.828
H  5.111  2.668  -1.475
C  2.410  0.270  4.337
C  2.702  0.648  5.810
C  3.791  -0.147  6.538
F  3.508  -1.456  6.637
F  3.925  0.310  7.806
F  1.542  0.619  6.504
F  3.105  1.949  5.800
O  1.281  -0.579  4.064
C  1.495  -1.968  4.153
C  0.663  -2.629  5.256
F  0.929  -2.107  6.464
F  0.938  -3.950  5.325
F  2.806  -2.213  4.262
F  1.128  -2.484  2.960
H  2.145  1.209  3.846
H  3.306  -0.072  3.816
H  4.757  -0.037  6.038
H  -0.405  -2.504  5.063


ORCA calculation (ωB97M-V with the def2-TZVPD basis set) on a structure of composition C27H41MoN4O6S5SeSi4.

Values from the calculation:
Net charge: -1
Total energy: -7342.60936 hartree
Spin multiplicity: 1
HOMO (spin up / spin down): -5.3 / -5.3 eV
Energy above the lowest of the compared OMol25 structures with the same formula, charge and spin: 0.0 kcal per mole
Largest force on an atom: 0.027 Eh/bohr

Element x y z (Å)
Mo  -1.092  0.267  0.223
O  2.777  4.263  -0.553
C  3.364  3.304  0.192
C  4.718  3.458  0.499
C  5.368  2.514  1.268
C  4.694  1.395  1.752
C  3.359  1.234  1.444
C  2.682  2.174  0.663
C  1.266  1.946  0.338
O  0.736  0.819  0.723
N  0.579  2.833  -0.321
N  -0.733  2.379  -0.527
C  -1.480  3.312  -1.007
S  -3.199  3.132  -1.190
C  -3.359  4.563  -2.283
C  -2.433  5.645  -1.763
S  -0.824  4.881  -1.450
H  1.837  4.021  -0.678
H  5.229  4.331  0.121
H  6.416  2.651  1.496
H  5.208  0.661  2.355
H  2.807  0.374  1.800
H  -4.403  4.870  -2.259
H  -3.094  4.270  -3.300
H  -2.816  6.074  -0.837
H  -2.284  6.439  -2.495
S  -3.331  -1.066  6.821
C  -2.308  -1.152  5.505
S  -2.955  -1.445  3.929
C  -1.371  -1.307  3.253
N  -0.451  -1.056  4.122
N  -0.969  -0.961  5.389
C  0.013  -0.683  6.388
C  1.245  -0.193  5.962
C  2.233  0.086  6.888
C  2.016  -0.123  8.243
C  0.792  -0.619  8.655
C  -0.213  -0.901  7.741
S  -0.846  -1.636  1.597
H  1.420  -0.034  4.910
H  3.181  0.470  6.539
H  2.791  0.097  8.962
H  0.601  -0.795  9.704
H  -1.159  -1.287  8.074
O  -2.716  1.129  1.852
Se  -3.938  0.435  0.953
O  -5.153  1.406  0.544
O  -2.879  0.281  -0.487
O  -4.326  -1.074  1.355
C  0.451  -4.472  -2.827
Si  -0.038  -3.430  -1.328
C  -1.596  -4.229  -0.640
C  1.428  -3.621  -0.156
Si  -0.447  -1.153  -1.816
Si  -2.182  -1.139  -3.414
C  -2.495  0.620  -4.009
C  -3.780  -1.882  -2.771
C  -1.775  -2.127  -4.970
Si  1.484  -0.356  -2.902
C  1.905  -1.259  -4.502
C  1.334  1.451  -3.410
C  2.966  -0.567  -1.760
H  0.584  -5.504  -2.495
H  1.392  -4.146  -3.262
H  -0.298  -4.472  -3.611
H  -1.340  -5.123  -0.068
H  -2.243  -4.531  -1.463
H  -2.164  -3.565  0.008
H  1.410  -4.608  0.309
H  1.443  -2.879  0.640
H  2.355  -3.532  -0.720
H  -2.664  1.290  -3.171
H  -3.380  0.646  -4.649
H  -1.647  0.994  -4.582
H  -4.120  -1.422  -1.848
H  -3.666  -2.949  -2.581
H  -4.554  -1.754  -3.532
H  -0.928  -1.722  -5.517
H  -2.645  -2.099  -5.629
H  -1.560  -3.169  -4.757
H  1.169  -1.061  -5.278
H  1.966  -2.336  -4.374
H  2.873  -0.906  -4.865
H  0.615  1.563  -4.221
H  2.302  1.813  -3.763
H  1.012  2.099  -2.600
H  3.303  -1.602  -1.763
H  2.734  -0.309  -0.728
H  3.795  0.064  -2.088


ORCA calculation (ωB97M-V with the def2-TZVPD basis set) on a cluster of 3 separate species, C27H42BCl4FN2O4S in total.

Values from the calculation:
Total energy: -3827.88759 hartree
Spin multiplicity: 1
HOMO: -8.3 eV
Largest force on an atom: 0.125 Eh/bohr

Element x y z (Å)
C  4.062  3.021  4.267
C  5.178  2.082  3.588
O  5.326  2.238  2.150
C  4.072  2.320  1.472
O  3.660  3.502  1.147
C  3.172  1.019  1.047
C  2.444  0.508  2.382
C  1.249  -0.542  2.144
C  0.336  -0.247  0.870
C  -0.274  1.174  0.579
C  -0.032  2.449  1.539
C  -0.653  2.024  2.995
C  -1.180  1.407  -0.679
C  -1.843  2.804  -1.109
S  -3.639  2.965  -0.570
C  -3.692  3.606  1.191
C  -4.085  2.426  2.248
C  -1.467  0.197  -1.586
F  -2.304  0.405  -2.744
C  -0.898  -1.263  -1.349
N  -1.308  -2.267  -2.296
C  -0.726  -3.504  -1.892
B  -1.105  -4.821  -2.814
O  -2.154  -5.670  -2.279
C  -0.366  -5.179  -4.222
C  0.429  -6.587  -3.948
C  0.225  -3.755  -0.686
O  0.735  -5.064  -0.457
C  -0.066  -5.684  0.624
C  0.711  -5.426  2.002
N  0.600  -2.720  0.212
C  0.008  -1.448  -0.110
H  3.159  2.373  4.558
H  4.500  3.398  5.271
H  3.792  3.954  3.672
H  4.968  1.002  3.919
H  6.190  2.390  4.060
H  3.882  0.237  0.616
H  2.407  1.427  0.296
H  3.262  0.004  3.031
H  2.024  1.361  3.027
H  1.698  -1.589  2.184
H  0.558  -0.459  3.072
H  1.086  2.694  1.666
H  -0.605  3.377  1.209
H  -1.044  0.943  2.926
H  0.117  2.065  3.836
H  -1.559  2.675  3.236
H  -1.243  3.721  -0.762
H  -1.882  2.883  -2.263
H  -2.652  4.045  1.395
H  -4.480  4.439  1.244
H  -3.479  1.486  2.023
H  -5.212  2.261  2.269
H  -3.729  2.789  3.291
H  -2.684  -6.058  -3.012
H  0.341  -4.342  -4.562
H  -1.109  -5.411  -5.076
H  -0.364  -7.402  -3.790
H  1.069  -6.404  -3.017
H  1.071  -6.881  -4.845
H  -0.089  -6.807  0.360
H  -1.145  -5.272  0.642
H  0.855  -4.313  2.252
H  1.769  -5.864  1.884
H  0.183  -5.924  2.902
Cl  6.054  3.370  -4.547
C  5.558  3.856  -2.906
C  4.607  2.859  -2.276
Cl  3.018  2.850  -3.079
H  5.113  4.851  -2.967
H  6.469  3.926  -2.308
H  4.430  3.121  -1.231
H  5.009  1.844  -2.309
Cl  -7.518  1.428  -0.358
C  -6.866  0.934  -1.940
C  -7.500  1.699  -3.085
Cl  -9.212  1.263  -3.319
H  -7.013  -0.142  -2.046
H  -5.792  1.130  -1.914
H  -6.984  1.464  -4.018
H  -7.445  2.778  -2.926


ORCA calculation (ωB97M-V with the def2-TZVPD basis set) on a cluster of 6 separate species, C27H42BN5O2 in total.

Values from the calculation:
Total energy: -1503.07809 hartree
Spin multiplicity: 1
HOMO: -8.3 eV
Largest force on an atom: 0.043 Eh/bohr

Element x y z (Å)
C  0.676  -2.436  -0.321
C  1.126  -1.637  -1.579
O  0.653  -0.295  -1.597
C  -0.713  -0.267  -2.058
C  -1.552  0.515  -1.011
C  -3.068  0.125  -0.965
C  -3.405  -1.156  -0.120
C  -3.362  -2.491  -0.929
B  -4.681  -2.796  -1.790
O  -4.524  -3.572  -2.964
H  1.246  -2.094  0.561
H  -0.402  -2.328  -0.104
H  0.926  -3.508  -0.422
H  2.233  -1.661  -1.567
H  0.826  -2.210  -2.478
H  -0.709  0.327  -2.990
H  -1.067  -1.288  -2.261
H  -1.515  1.580  -1.307
H  -1.150  0.425  0.012
H  -3.533  0.072  -1.969
H  -3.586  0.966  -0.461
H  -4.437  -1.011  0.256
H  -2.769  -1.260  0.776
H  -3.277  -3.316  -0.185
H  -2.490  -2.592  -1.603
H  -5.760  -2.392  -1.518
H  -3.646  -3.391  -3.292
C  4.562  -1.093  3.279
C  3.593  -1.005  4.310
C  2.399  -0.674  3.722
N  2.614  -0.554  2.375
C  3.929  -0.813  2.096
H  5.606  -1.335  3.391
H  3.751  -1.167  5.363
H  1.421  -0.513  4.144
H  1.915  -0.314  1.696
H  4.297  -0.773  1.084
C  -2.709  3.555  2.968
C  -3.362  2.314  3.185
C  -2.407  1.334  3.115
N  -1.206  1.933  2.860
C  -1.378  3.288  2.772
H  -3.161  4.535  2.956
H  -4.412  2.156  3.371
H  -2.477  0.264  3.223
H  -0.332  1.454  2.754
H  -0.544  3.940  2.577
C  -7.810  5.940  3.079
C  -8.464  4.700  3.296
C  -7.509  3.718  3.227
N  -6.306  4.317  2.973
C  -6.479  5.672  2.886
H  -8.264  6.917  3.067
H  -9.514  4.545  3.482
H  -7.583  2.648  3.335
H  -5.431  3.838  2.867
H  -5.645  6.325  2.693
C  5.754  1.306  -3.324
C  4.832  2.306  -3.726
C  3.591  1.917  -3.290
N  3.728  0.719  -2.644
C  5.042  0.342  -2.656
H  6.817  1.295  -3.503
H  5.053  3.208  -4.272
H  2.626  2.386  -3.384
H  2.978  0.195  -2.227
H  5.355  -0.577  -2.191
C  6.533  -4.463  -4.001
C  5.772  -5.116  -2.998
C  5.764  -4.302  -1.895
N  6.497  -3.184  -2.195
C  6.965  -3.272  -3.477
H  6.740  -4.825  -4.995
H  5.284  -6.074  -3.076
H  5.305  -4.420  -0.928
H  6.664  -2.419  -1.569
H  7.562  -2.484  -3.904